No. 1
A molecular structure, C22H35BrFeO2P2. Source: the OMol25 dataset; level of theory: ωB97M-V with the def2-TZVPD basis set.

Calculated values
Charge: 0
⟨S²⟩: 6.03
F_max (eV/Å): 6.3
Orbital gap (alpha / beta) (hartree): 0.2098 / 0.2673
Energy relative to the best compared isomer or geometry (same formula, charge and spin) (kcal per mole): 6.2
Highest occupied orbital energy (alpha / beta) (eV): -5.69 / -7.68
Spin multiplicity: 5

XYZ file:
```
63
Properties=species:S:1:pos:R:3:forces:R:3
P 2.448881 2.445117 -0.288345 1.2 -1.0 -1.4
P 0.224877 1.244894 -2.301352 -0.3 -2.1 -3.6
C 2.933802 1.758892 -1.934058 1.5 0.5 0.1
C 1.836794 2.003139 -2.980791 -0.6 0.0 0.0
H 3.113509 0.684750 -1.754239 -0.1 0.3 -0.2
H 3.887914 2.243752 -2.180493 0.0 -0.4 -0.7
H 1.669493 3.061735 -3.216558 0.3 -0.2 0.0
H 2.025272 1.445960 -3.901818 0.2 0.4 0.0
C 0.428863 -0.272110 -3.199881 0.0 -1.0 -0.5
H -0.358003 -0.991600 -3.003746 0.0 0.1 0.0
H 1.375700 -0.746586 -2.945160 0.0 -0.1 0.1
H 0.437074 -0.010686 -4.269857 0.0 -0.1 0.3
C -1.334450 1.852556 -3.005703 0.0 0.4 -0.6
H -1.360890 1.663371 -4.085944 -0.2 0.2 0.1
H -1.449611 2.920396 -2.778899 -0.2 -0.2 -0.2
H -2.152241 1.305792 -2.506533 0.4 0.2 -0.1
C 3.714218 1.972339 0.850735 1.1 0.2 0.9
H 3.467056 2.299745 1.866470 0.0 0.0 -0.3
H 4.696032 2.386932 0.593180 -0.1 -0.2 0.0
H 3.775130 0.876032 0.894751 0.0 0.3 -0.2
C 2.116575 4.191285 -0.724305 0.9 0.6 0.6
H 2.181937 4.393563 -1.792488 0.2 0.0 0.1
H 2.883201 4.795287 -0.192447 -0.8 0.1 -0.3
H 1.097198 4.435835 -0.341476 0.7 0.3 -0.2
Fe 0.440151 2.290674 -0.601219 -3.6 1.4 4.9
C -1.050134 -2.450863 -1.271345 -0.5 -0.2 -0.5
C -0.459835 -3.429566 -1.965874 -0.7 0.2 0.2
C 0.418289 -4.505715 -1.424354 0.3 -0.3 0.1
C 1.366785 -4.110648 -0.282888 0.0 0.0 0.0
C 2.053245 -2.756945 -0.330234 0.9 -1.0 0.0
C 1.674589 -1.655281 0.300189 -0.6 1.0 -1.5
C 0.267306 -1.228226 0.578228 -0.1 -0.1 1.1
C -0.926652 -2.116104 0.187668 0.0 -0.1 0.2
C 0.936736 2.697582 1.362005 0.0 0.6 1.3
H -1.819822 -1.854145 -1.792928 0.5 -0.2 0.1
H -0.735419 -3.554869 -3.012668 0.0 0.1 0.1
H 0.972747 -4.980494 -2.245685 0.0 0.2 0.1
H -0.210207 -5.303733 -1.008632 -0.1 0.0 -0.2
H 0.825938 -4.193460 0.673194 0.3 0.0 -0.4
H 2.166681 -4.875568 -0.279845 -0.3 0.3 0.3
H 3.051084 -2.801665 -0.777736 0.0 0.1 0.4
H 2.395021 -0.835160 0.429569 -0.1 -0.3 -0.3
H 0.072180 -0.220787 0.149547 0.4 -0.5 0.2
H 0.228631 -1.060104 1.660920 -0.4 0.2 -0.2
H -0.922345 -3.035603 0.784952 -0.1 0.2 0.0
H -1.831479 -1.540994 0.456659 0.4 -0.3 0.1
H -0.043531 3.223332 1.345619 0.3 -0.3 0.4
H 1.703543 3.383247 1.777430 -0.6 -0.3 -0.1
H 0.899408 1.730052 1.892491 -0.3 0.6 0.0
Br -4.285652 0.911493 0.611635 -0.7 -0.2 -0.2
C -4.067550 0.165707 2.335306 0.1 -0.3 1.2
C -5.151450 -0.515039 2.921998 0.3 -0.1 0.0
C -5.009939 -1.114272 4.179318 0.1 0.4 0.0
C -3.811678 -0.970103 4.889825 0.0 -0.1 0.2
C -2.750397 -0.293548 4.311341 0.0 0.2 -0.3
C -2.852187 0.270193 3.029416 -0.6 -0.3 -0.4
C -1.588642 0.783959 2.364505 1.1 -0.2 0.5
O -0.529300 0.318621 2.882392 -0.7 0.9 -0.4
O -1.704427 1.556000 1.378424 0.6 -0.3 0.2
H -6.088875 -0.610754 2.375480 0.2 0.0 0.1
H -5.842968 -1.666770 4.623663 0.3 0.2 -0.2
H -3.669317 -1.406546 5.890304 -0.3 0.2 -0.6
H -1.778862 -0.204288 4.800285 -0.3 -0.1 -0.1
```
Forces are in eV/Å.


No. 2
A molecular structure, C32H55N4OOsP2. Source: the OMol25 dataset; level of theory: ωB97M-V with the def2-TZVPD basis set.

Calculated values
Charge: +3
⟨S²⟩: 6.05
F_max (eV/Å): 6.6
Orbital gap (alpha / beta) (hartree): 0.1979 / 0.1844
Energy relative to the best compared isomer or geometry (same formula, charge and spin) (kcal per mole): 27.6
Highest occupied orbital energy (alpha / beta) (eV): -14.47 / -17.96
Spin multiplicity: 5

XYZ file:
```
95
Properties=species:S:1:pos:R:3:forces:R:3
C -2.368937 1.180479 -1.362037 0.6 0.1 0.1
C -2.485354 -1.112503 -0.865286 -0.3 0.3 0.0
C -3.415454 1.060013 -2.270358 -0.3 0.0 0.1
C -3.687840 -1.216493 -1.611363 0.7 -0.5 0.2
C -4.135065 -0.132548 -2.333137 -0.2 0.4 -0.2
H -3.663204 1.939303 -2.859462 -0.2 -0.3 0.0
H -4.166700 -2.191863 -1.640394 0.0 0.2 -0.2
H -5.020238 -0.202731 -2.960102 0.1 0.0 0.1
N -1.953452 0.137818 -0.634299 0.0 -0.2 -0.3
P -0.702423 2.581004 0.379897 -0.6 3.2 -1.3
P -0.230084 -2.308394 0.426388 0.9 -3.5 -1.3
C -1.597659 2.476683 -1.248813 0.0 -0.5 -0.2
H -0.883149 2.528526 -2.085626 -0.2 -0.2 0.3
H -2.285827 3.320050 -1.389146 0.3 -0.2 0.2
C -1.778573 -2.236413 -0.407940 -1.9 0.7 0.4
H -2.318058 -3.187656 -0.510846 0.5 0.2 0.1
C 0.464887 -3.671278 -0.889233 -0.2 -0.3 0.1
C -0.389270 -3.386434 2.047595 0.3 -0.1 1.9
C 0.841514 3.684564 0.047210 0.3 0.1 -0.1
C -2.052674 3.575136 1.301705 0.1 -0.2 0.6
C 1.969435 -3.435296 -0.853030 0.3 0.0 -0.1
H 2.433295 -3.726511 0.098471 -0.1 0.1 -0.3
H 2.460480 -4.011651 -1.652731 -0.1 0.1 0.2
H 2.172193 -2.371438 -1.028024 0.2 -0.3 0.1
C 0.145923 -5.159303 -0.686118 0.0 -0.4 0.0
H 0.501694 -5.600506 0.248110 -0.1 0.1 -0.3
H -0.924442 -5.377286 -0.798186 0.3 0.1 0.0
H 0.659115 -5.709959 -1.493558 -0.2 0.2 0.2
C -0.115111 -3.337517 -2.261212 0.1 0.1 -0.2
H 0.427156 -3.901450 -3.034036 -0.1 0.2 0.2
H -1.172018 -3.612119 -2.346763 0.2 0.0 0.0
H -0.023152 -2.267887 -2.486654 -0.2 -0.2 -0.2
C 0.971097 -4.045666 2.318906 0.2 0.0 -0.4
H 1.742404 -3.280376 2.480239 -0.1 -0.2 0.1
H 0.892739 -4.646709 3.237612 -0.1 0.2 -0.2
H 1.313850 -4.709063 1.521941 -0.1 0.2 0.4
C -0.696204 -2.522152 3.269921 0.0 0.4 0.1
H 0.049991 -1.729889 3.399942 -0.1 -0.1 0.1
H -1.694097 -2.075129 3.230001 0.2 -0.2 0.0
H -0.656292 -3.162301 4.166165 0.0 0.2 -0.3
C -1.546169 -4.380060 1.908228 -0.3 -0.1 -0.9
H -1.367549 -5.165354 1.171260 -0.1 0.2 0.2
H -1.694434 -4.878517 2.877904 0.2 0.3 -0.1
H -2.475300 -3.857942 1.652878 0.1 -0.2 0.2
C -1.595768 3.736944 2.759447 -0.1 0.1 0.2
H -2.262843 4.468378 3.243346 0.3 -0.3 0.0
H -1.676948 2.790546 3.311284 0.0 0.3 -0.1
H -0.564028 4.108240 2.848953 -0.3 0.0 0.0
C -3.396727 2.826848 1.271906 0.1 -0.2 0.0
H -3.766571 2.684419 0.250629 -0.1 0.1 0.2
H -3.356829 1.862146 1.780060 -0.1 0.1 -0.1
H -4.132024 3.445209 1.805647 0.2 -0.2 -0.1
C -2.329390 4.961676 0.681110 0.2 0.3 0.0
H -3.310274 5.298659 1.049235 0.3 -0.2 -0.1
H -1.607956 5.720766 0.996157 -0.3 -0.3 -0.1
H -2.386390 4.955113 -0.414173 0.0 0.1 0.3
C 1.208641 3.587965 -1.438421 0.0 -0.1 -0.1
H 0.521440 4.154036 -2.081503 0.1 -0.2 0.2
H 2.213320 4.013780 -1.583574 -0.3 -0.1 0.1
H 1.235859 2.541956 -1.761870 0.0 0.3 0.0
C 2.010914 3.133442 0.868370 0.1 -0.2 0.1
H 2.206960 2.085792 0.618890 0.1 0.1 0.0
H 2.917263 3.713149 0.637167 -0.3 -0.2 0.1
H 1.818948 3.213234 1.946114 0.1 0.0 -0.2
C 0.694980 5.168455 0.410065 -0.1 0.2 0.0
H -0.024792 5.687795 -0.234189 0.2 -0.2 0.3
H 0.446645 5.320744 1.468584 0.0 0.0 -0.4
H 1.672050 5.649088 0.238290 -0.3 -0.2 0.0
Os -0.363347 0.248599 0.760611 -0.3 1.1 -0.2
C -1.446906 0.312569 2.237064 -3.7 0.1 5.4
O -2.123983 0.360324 3.207748 2.7 -0.2 -3.9
N 0.704505 0.179641 -1.042033 0.4 -3.8 -1.4
C 1.064398 -0.606858 -1.866925 1.4 4.9 0.9
C 2.126578 -0.509345 -3.003684 0.2 -1.3 -0.9
C 1.878808 -1.556200 -4.077613 -0.1 -0.5 -0.3
C 2.030714 0.875437 -3.640816 -0.4 0.7 0.3
C 3.519023 -0.717429 -2.400930 0.2 -0.2 0.5
H 2.046696 -2.571038 -3.697069 0.0 0.3 -0.1
H 0.854312 -1.497118 -4.460930 0.2 0.0 -0.1
H 2.569582 -1.403022 -4.917101 -0.2 0.0 0.3
H 2.471763 1.639987 -2.991046 -0.1 -0.2 -0.2
H 2.579899 0.898061 -4.590683 -0.1 -0.2 0.3
H 0.985502 1.139390 -3.847904 0.2 0.0 -0.1
H 4.289935 -0.382698 -3.109315 -0.4 -0.1 0.1
H 3.643246 -0.146876 -1.472144 0.1 0.0 -0.2
H 3.709714 -1.776336 -2.183231 0.0 0.3 -0.1
N 2.413241 -0.559105 1.869193 0.1 0.1 0.2
C 3.250425 -0.414456 2.911789 -0.4 0.1 -0.3
C 2.634072 0.431342 3.810955 -0.4 0.4 0.4
C 1.392294 0.765228 3.272568 0.9 -0.8 -0.6
N 1.261110 0.145609 2.067669 -0.1 -0.1 0.1
H 2.574251 -1.140652 1.046649 -0.3 0.4 0.2
H 4.206898 -0.913243 2.942698 0.0 0.0 0.0
H 3.017222 0.778180 4.753287 0.1 0.0 0.1
H 0.626498 1.418421 3.673660 0.0 -0.2 -0.1
```
Forces are in eV/Å.


No. 3
A molecular structure, C3H2ClNO2. Source: the OMol25 dataset; level of theory: ωB97M-V with the def2-TZVPD basis set.

Calculated values
Charge: 0
F_max (eV/Å): 4.2
Orbital gap (hartree): 0.3467
Energy relative to the best compared isomer or geometry (same formula, charge and spin) (kcal per mole): 77.9
Highest occupied orbital energy (eV): -9.56

XYZ file:
```
9
Properties=species:S:1:pos:R:3:forces:R:3
C 1.659028 0.093259 0.383426 -1.4 0.6 -0.2
C 1.102433 0.899139 -0.703030 -0.9 0.7 -0.5
C -1.401457 -0.595507 0.303182 4.0 -1.0 -0.2
N 0.318860 0.104807 0.141923 -3.2 -0.5 -0.4
O 2.386629 -0.263038 1.205890 2.7 -1.2 1.8
O 1.059221 1.713591 -1.566966 0.2 -0.4 0.1
Cl -2.077651 -0.014236 -1.083612 -1.4 0.7 -2.1
H -1.990762 -0.274296 1.150452 0.8 -0.1 0.6
H -1.056304 -1.663722 0.168732 -0.8 1.3 0.8
```
Forces are in eV/Å.


No. 4
A gas-phase ion, C4H10FIN (charge +1). Source: the OMol25 dataset; level of theory: ωB97M-V with the def2-TZVPD basis set.

Calculated values
Structure (SMILES): CC[C@@](F)(I)C[NH3+]
Charge: +1
F_max (eV/Å): 4.5
Orbital gap (hartree): 0.3700
Energy relative to the best compared isomer or geometry (same formula, charge and spin) (kcal per mole): 18.1
Highest occupied orbital energy (eV): -13.72

XYZ file:
```
17
Properties=species:S:1:pos:R:3:forces:R:3
C -0.887035 -0.579142 1.851657 0.1 -1.3 -1.2
C -1.445668 -0.558794 0.401658 1.6 -0.2 -0.9
C 0.897564 0.217707 -0.728984 -1.8 3.9 1.3
C -0.927627 0.611042 -0.429024 3.8 -1.7 -1.2
N 1.326953 0.997840 -1.948023 -0.5 -0.8 -1.7
F -1.424422 0.569009 -1.726408 0.2 0.0 0.6
I -1.008667 2.559915 0.298172 -0.2 0.4 0.1
H -1.569873 -1.210258 2.422677 -0.2 0.9 0.5
H -0.526478 0.364000 2.250863 -0.8 0.2 0.3
H -0.019955 -1.207345 1.859097 0.9 -0.3 -0.2
H -1.070692 -1.500214 -0.219991 -1.4 1.7 1.4
H -2.516203 -0.434336 0.437617 -0.5 -0.4 -0.3
H 1.553145 0.525579 0.109890 -0.7 -0.5 -0.4
H 0.955553 -0.746449 -1.049423 0.1 -2.9 -0.2
H 1.424168 1.995535 -1.805310 -0.9 0.6 0.2
H 0.580698 0.722632 -2.647664 0.7 1.2 0.5
H 2.224333 0.799276 -2.442081 -0.5 -0.7 0.9
```
Forces are in eV/Å.


No. 5
A molecular structure, C37H42Cl3IrN7O4. Source: the OMol25 dataset; level of theory: ωB97M-V with the def2-TZVPD basis set.

Calculated values
Charge: +1
F_max (eV/Å): 4.2
Orbital gap (hartree): 0.2193
Highest occupied orbital energy (eV): -9.94

XYZ file:
```
94
Properties=species:S:1:pos:R:3:forces:R:3
Ir 0.368800 0.127200 -0.200800 -4.1 0.1 0.7
Cl 4.159400 -0.402500 6.277500 0.2 0.0 0.1
C 3.067700 -0.134600 4.967500 0.1 0.1 -0.4
C 1.687700 -0.120500 5.233500 0.3 0.1 -0.2
C 0.797300 0.107100 4.227000 -0.2 0.2 -0.5
C 1.219100 0.346900 2.887200 1.5 -0.5 0.8
O 0.332500 0.575700 2.001800 -1.2 -0.4 -2.8
C 2.634600 0.301200 2.630800 -1.0 -0.1 -0.1
C 3.148400 0.498900 1.312000 0.0 -0.1 0.6
O 2.516700 0.817400 0.298500 -0.5 0.1 -1.2
C 3.530300 0.062600 3.689100 0.0 -0.1 0.5
H 1.344000 -0.277700 6.243100 0.0 -0.1 0.1
H -0.266000 0.109900 4.412700 -0.1 0.0 0.1
H 4.234200 0.331900 1.213600 -0.1 0.3 -0.1
H 4.593400 0.059700 3.491700 0.1 -0.1 0.0
C 0.642200 -2.765700 1.247600 0.1 0.1 0.4
N -0.150000 -3.300200 0.165500 -0.3 0.6 -0.2
C 0.613000 -4.156000 -0.724700 0.1 -0.2 -0.2
C -1.196100 -2.569400 -0.291700 -0.1 -0.9 -0.7
N -1.336600 -1.308600 0.087800 2.7 1.6 -0.6
C -2.552800 -0.667000 0.135500 -1.3 1.2 0.1
C -3.740200 -1.328900 0.469300 0.4 0.2 0.0
C -4.957300 -0.688000 0.374400 -0.2 0.2 -0.1
C -5.020400 0.625800 -0.074500 -0.1 -0.2 0.2
C -3.855900 1.332100 -0.291100 0.5 -0.1 -0.1
C -2.604300 0.735000 -0.094000 -1.3 -1.4 0.0
N -1.432200 1.444100 -0.154900 3.3 -1.0 0.1
C -1.251600 2.660400 0.327400 -0.1 0.8 0.8
N -1.993000 3.173100 1.343000 0.4 -0.2 -0.6
C -2.302200 4.580000 1.449500 -0.1 0.3 -0.1
C -2.679600 2.340200 2.298500 -0.2 -0.4 0.3
N -0.268300 3.446200 -0.183300 -0.2 -0.5 0.3
C 0.375500 3.064800 -1.419000 0.0 -0.1 -0.4
C 0.612600 4.192700 0.695400 0.2 0.3 0.3
N -2.058100 -3.179900 -1.150500 0.4 0.3 0.6
C -2.806400 -2.436000 -2.135600 -0.1 0.2 -0.3
C -2.446700 -4.570000 -1.034600 -0.1 -0.3 0.1
H 1.147500 -3.590500 1.748900 0.0 0.0 0.0
H -0.001700 -2.246900 1.955300 0.1 0.0 0.0
H 1.410300 -2.075100 0.870200 0.0 -0.1 0.1
H 1.503300 -3.619500 -1.065300 0.0 0.0 0.0
H 0.029800 -4.437200 -1.593700 0.0 0.0 0.0
H 0.921100 -5.050700 -0.185600 0.0 -0.1 -0.1
H -3.690300 -2.355100 0.800500 0.0 -0.2 0.0
H -5.860400 -1.218800 0.626700 -0.1 -0.1 0.0
H -5.976400 1.107800 -0.207000 -0.1 0.1 0.0
H -3.897200 2.361800 -0.611500 0.0 0.2 0.0
H -1.834400 5.137000 0.646200 0.0 0.0 0.0
H -1.972600 4.984700 2.408500 0.0 0.0 0.0
H -3.385500 4.703600 1.379300 0.0 0.1 0.0
H -2.168700 1.384700 2.383400 0.0 0.0 0.1
H -3.724300 2.167500 2.024500 0.1 0.0 0.0
H -2.657600 2.842800 3.265900 0.1 0.0 0.0
H -0.359300 2.688900 -2.127100 0.1 0.0 -0.1
H 1.129300 2.281500 -1.244300 0.0 0.3 -0.2
H 0.874100 3.944500 -1.827600 0.0 -0.1 0.0
H 0.232600 4.209500 1.711600 0.0 0.0 0.0
H 0.733500 5.216300 0.335900 0.0 0.0 0.0
H 1.597000 3.714200 0.715500 0.0 0.0 0.0
H -2.332900 -1.472400 -2.315500 0.0 0.0 -0.1
H -3.845500 -2.273900 -1.828900 0.1 0.0 0.0
H -2.803800 -3.007000 -3.066800 0.1 0.1 0.1
H -1.941600 -5.053000 -0.201000 0.0 0.1 0.0
H -2.229500 -5.114000 -1.958700 0.0 0.0 0.1
H -3.527900 -4.620900 -0.861500 0.1 0.0 0.0
Cl 0.358300 -3.159700 -7.916400 0.0 0.1 0.0
C -0.908100 -2.480600 -6.936800 0.0 0.1 0.2
C -1.996900 -3.266600 -6.620800 -0.1 0.1 0.1
C -3.009400 -2.742600 -5.832000 0.0 0.0 -0.1
C -2.912800 -1.449200 -5.352000 0.1 -0.1 -0.1
C -1.817200 -0.663400 -5.662800 0.1 -0.4 -0.1
Cl -1.795500 0.946300 -5.044700 -0.4 0.3 0.0
C -0.780900 -1.148300 -6.487700 -0.6 -0.3 0.0
N 0.261200 -0.389100 -6.922900 0.4 -0.2 -0.5
C 0.805500 0.736400 -6.274800 0.5 0.3 0.2
C 0.853700 1.940100 -6.974000 0.0 -0.1 0.1
C 1.356300 3.078700 -6.377100 0.1 -0.1 -0.1
C 1.866300 3.002600 -5.091800 0.0 0.0 0.1
C 1.870300 1.796300 -4.418000 -0.1 0.0 -0.1
C 1.341400 0.644200 -4.985500 0.0 0.2 -0.5
C 1.438800 -0.652800 -4.231400 -0.1 0.1 0.3
C 0.928400 -0.516500 -2.801100 0.5 -0.6 -0.6
O 1.573900 -1.058100 -1.871900 0.5 -0.4 1.1
O -0.109400 0.137000 -2.553600 -0.1 0.4 2.0
H -2.050700 -4.277200 -6.996200 0.0 0.0 0.0
H -3.882700 -3.333300 -5.612500 -0.1 -0.1 0.1
H -3.701900 -1.022700 -4.753400 -0.1 0.1 0.1
H 0.796100 -0.778700 -7.689600 -0.1 0.1 0.2
H 0.467000 1.979100 -7.980900 -0.1 0.0 -0.1
H 1.366200 4.015200 -6.913600 0.0 0.1 -0.1
H 2.286600 3.878300 -4.624200 0.1 0.1 0.1
H 2.309000 1.734300 -3.434800 0.1 0.0 0.2
H 2.488600 -0.954300 -4.170300 -0.2 -0.1 0.0
H 0.879300 -1.447900 -4.727200 0.1 0.0 0.1
```
Forces are in eV/Å.


What did the third record say?
A molecular structure, C3H2ClNO2. Source: the OMol25 dataset; level of theory: ωB97M-V with the def2-TZVPD basis set.

Calculated values
Charge: 0
F_max (eV/Å): 4.2
Orbital gap (hartree): 0.3467
Energy relative to the best compared isomer or geometry (same formula, charge and spin) (kcal per mole): 77.9
Highest occupied orbital energy (eV): -9.56

XYZ file:
```
9
Properties=species:S:1:pos:R:3:forces:R:3
C 1.659028 0.093259 0.383426 -1.4 0.6 -0.2
C 1.102433 0.899139 -0.703030 -0.9 0.7 -0.5
C -1.401457 -0.595507 0.303182 4.0 -1.0 -0.2
N 0.318860 0.104807 0.141923 -3.2 -0.5 -0.4
O 2.386629 -0.263038 1.205890 2.7 -1.2 1.8
O 1.059221 1.713591 -1.566966 0.2 -0.4 0.1
Cl -2.077651 -0.014236 -1.083612 -1.4 0.7 -2.1
H -1.990762 -0.274296 1.150452 0.8 -0.1 0.6
H -1.056304 -1.663722 0.168732 -0.8 1.3 0.8
```
Forces are in eV/Å.


Q: The highest charge belongs to which entry?
A: C32H55N4OOsP2


Q: What is the F_max in the fifth record?
A: 4.2 eV/Å